1.
{"formula": "C40H61GeHfN5P3S4Sb", "method": "ωB97M-V/def2-TZVPD", "symbols": ["Hf", "C", "C", "C", "P", "C", "N", "Ge", "N", "C", "P", "C", "C", "C", "C", "C", "C", "C", "C", "C", "C", "C", "C", "N", "C", "C", "C", "C", "C", "C", "C", "C", "C", "C", "C", "C", "N", "C", "P", "C", "C", "C", "C", "C", "C", "C", "C", "C", "H", "H", "H", "H", "H", "H", "H", "H", "H", "H", "H", "H", "H", "H", "H", "H", "H", "H", "H", "H", "H", "H", "H", "H", "H", "H", "H", "H", "H", "H", "H", "H", "H", "H", "H", "H", "H", "H", "H", "H", "H", "H", "H", "H", "H", "H", "H", "H", "H", "H", "H", "H", "H", "H", "H", "H", "H", "H", "H", "H", "S", "Sb", "S", "S", "S", "N", "C", "H"], "positions_angstrom": [[9.7596, 10.6307, 10.9210], [10.2330, 16.7119, 9.6360], [8.8376, 16.3198, 9.1736], [8.6533, 16.4861, 7.6553], [8.3549, 14.5724, 9.6927], [8.2664, 14.5868, 11.6928], [9.5336, 14.5183, 12.4192], [10.6246, 12.8557, 12.3638], [10.8130, 11.9801, 14.2267], [10.4993, 10.5700, 14.5506], [9.2098, 9.6433, 13.4665], [9.4832, 7.8576, 13.9832], [10.7534, 7.4430, 13.2895], [8.2568, 6.9482, 13.6454], [7.5787, 9.9789, 14.4325], [6.2007, 9.4022, 13.9874], [7.4624, 11.4501, 14.6056], [11.3642, 12.6393, 15.3080], [11.5230, 12.1437, 16.6088], [11.5172, 12.9428, 17.7466], [11.6866, 14.3036, 17.5783], [11.8492, 14.7739, 16.2904], [11.7314, 13.9950, 15.1471], [12.0101, 14.5156, 13.8398], [11.3312, 15.7769, 13.4898], [12.0158, 16.9968, 13.7035], [11.1727, 18.0729, 13.9227], [9.7834, 17.9360, 13.8575], [9.1612, 16.7423, 13.5371], [9.9470, 15.6350, 13.1661], [13.2141, 14.2228, 13.2467], [14.3908, 14.3436, 14.0101], [15.5665, 14.7843, 13.3643], [15.6961, 14.7700, 11.9722], [14.6041, 14.4355, 11.1816], [13.3383, 14.0477, 11.8349], [12.2992, 13.4361, 11.1998], [12.5321, 12.8746, 9.9045], [12.4086, 10.9804, 9.9927], [12.9696, 10.6048, 8.2163], [12.1967, 9.2947, 7.8329], [12.7966, 11.6558, 7.1186], [14.0076, 10.4806, 11.0210], [13.8531, 10.4013, 12.5054], [15.3779, 11.0222, 10.5897], [6.5741, 14.7451, 9.1600], [6.3203, 13.6332, 8.1245], [5.5111, 14.6792, 10.2263], [10.4101, 17.8032, 9.5571], [10.9531, 16.2494, 8.9349], [10.5009, 16.2885, 10.6663], [8.1003, 16.9420, 9.7500], [9.2715, 17.3682, 7.4380], [7.6310, 16.6206, 7.2528], [9.1623, 15.6179, 7.1813], [7.6139, 13.6906, 11.9271], [7.6762, 15.4555, 11.9911], [10.1404, 10.3959, 15.5350], [11.3778, 9.9628, 14.5152], [9.5763, 7.8380, 15.0981], [10.6886, 7.6379, 12.2446], [10.9009, 6.3441, 13.2864], [11.6868, 7.9054, 13.7012], [7.6904, 7.4032, 12.8106], [7.5650, 6.9148, 14.5490], [8.5883, 5.9859, 13.3013], [7.8009, 9.5194, 15.4081], [5.9070, 9.8638, 13.0150], [5.4616, 9.7645, 14.7040], [5.9762, 8.2778, 13.9278], [7.3226, 11.8834, 13.6034], [8.4066, 11.9003, 15.0404], [6.6815, 11.6180, 15.3295], [11.6468, 11.0826, 16.7801], [11.2943, 12.5321, 18.7321], [11.6130, 15.0066, 18.4505], [12.0721, 15.7867, 16.1304], [13.1296, 17.1026, 13.8052], [11.5271, 19.0701, 14.2254], [9.1506, 18.8371, 13.9699], [8.0536, 16.7231, 13.5034], [14.4168, 14.2136, 15.1088], [16.4667, 14.9676, 13.9417], [16.7236, 14.8771, 11.6270], [14.6914, 14.5099, 10.1221], [13.5163, 13.1247, 9.5254], [11.7836, 13.1878, 9.1633], [14.0462, 10.4525, 8.2835], [11.1975, 9.5917, 7.3703], [11.8959, 8.7359, 8.7735], [12.6897, 8.5386, 7.1756], [11.7281, 11.9338, 7.2064], [13.0801, 11.1947, 6.1322], [13.4272, 12.5761, 7.2846], [13.9274, 9.4165, 10.6973], [13.9709, 11.3585, 12.9691], [14.6835, 9.8132, 12.9035], [12.8993, 9.9214, 12.8540], [15.8166, 11.6892, 11.3511], [15.4154, 11.5272, 9.5972], [16.0692, 10.1685, 10.4972], [6.4641, 15.6900, 8.6652], [6.8012, 12.6515, 8.3492], [6.6079, 13.9880, 7.1118], [5.2433, 13.4249, 8.0831], [5.3619, 13.7348, 10.7826], [4.5946, 14.7962, 9.6591], [5.5747, 15.4707, 11.0172], [7.0991, 9.4059, 7.3175], [7.2642, 9.0176, 9.6231], [7.3542, 11.0137, 10.9958], [9.5101, 8.3736, 10.1721], [5.9311, 7.6882, 10.9633], [9.6616, 11.5328, 7.8107], [9.8420, 11.3340, 9.0114], [8.9110, 10.9765, 7.3675]], "atomic_forces_ev_per_a": [[-1.77, -2.67, 4.52], [0.99, -0.76, 0.29], [-1.37, 0.11, 1.59], [1.02, -0.07, 0.21], [0.71, 0.41, 1.08], [-1.01, -0.79, -0.89], [1.01, -0.43, 0.99], [-0.85, 0.68, 0.72], [0.47, -0.32, -0.16], [-0.83, -0.24, -1.96], [-0.46, 0.06, 1.65], [-0.20, 0.22, 0.52], [1.33, -1.31, 0.69], [-0.57, 1.77, 0.47], [0.45, -1.56, -0.06], [-0.49, -0.47, -0.95], [1.51, 1.02, 0.28], [0.20, 1.05, -0.70], [-0.35, -1.16, 0.54], [0.09, 0.37, -0.34], [-0.71, 0.75, 1.10], [0.23, -0.14, -0.51], [0.18, -0.16, 1.13], [-2.13, -0.89, -1.26], [1.01, -0.75, 0.17], [-0.59, -0.59, 0.59], [-0.16, 1.36, 0.03], [-0.20, 0.49, 0.02], [-0.73, -0.11, -0.75], [0.56, 0.15, -0.35], [1.58, 1.04, 0.81], [1.69, 0.85, -0.13], [-0.73, -1.83, 1.23], [-0.84, -0.40, -0.40], [-0.15, -0.06, 1.78], [0.22, 0.23, -1.56], [0.90, 1.04, 1.96], [-0.74, -0.79, -0.23], [2.30, 1.57, 0.06], [-0.08, -1.32, -0.11], [-1.16, -0.44, 0.54], [-0.22, 0.72, 0.42], [-1.36, -1.27, -1.77], [-0.59, -0.51, 0.87], [0.35, 0.04, -0.46], [0.52, -1.79, 0.40], [-0.30, -0.24, -0.64], [-0.67, 0.29, 1.31], [-0.17, -0.54, 0.35], [-0.06, 0.10, 0.25], [-0.47, 0.93, -1.28], [0.48, -0.19, -0.63], [-0.40, -0.08, -0.50], [0.63, -0.15, 0.42], [-0.45, 0.49, -0.08], [0.71, 0.89, -0.28], [0.26, -0.07, 0.07], [-0.54, 0.60, 1.13], [0.85, -0.53, -0.25], [0.29, 0.25, -0.78], [0.06, 0.45, -0.81], [-0.03, 0.44, 0.48], [-0.78, -0.31, -0.29], [0.14, -0.46, 0.37], [0.94, -0.33, -1.28], [0.08, -0.56, 0.21], [0.22, 0.03, -0.12], [0.18, -0.56, 0.62], [0.11, 0.21, 0.19], [1.02, 1.76, -0.01], [-0.47, 0.36, 0.55], [-1.02, -0.41, -0.49], [-0.56, 0.62, -0.16], [-0.63, -0.13, -0.15], [0.56, -0.13, -0.29], [0.28, -0.75, -1.08], [0.23, 1.38, -0.08], [-1.31, -0.48, 0.02], [0.20, -0.62, -0.45], [0.48, -0.70, 0.28], [0.91, -0.09, -0.16], [-0.44, 0.42, -0.79], [-0.23, 0.07, 0.15], [-0.51, 0.47, -0.60], [-0.06, -0.28, -0.52], [0.01, -0.05, -0.06], [0.09, 0.16, 0.24], [0.04, -0.50, 0.36], [1.39, -0.52, 0.42], [0.46, 0.42, -1.11], [-0.07, 1.00, 0.35], [0.78, 0.18, -1.06], [-0.53, 0.53, 0.94], [-0.58, -0.95, -0.23], [0.37, 0.39, -0.06], [-0.24, 0.79, 0.38], [-0.08, -0.20, -0.01], [0.76, 0.46, -0.40], [-0.38, -0.08, -0.34], [-0.21, -0.20, 0.71], [-0.19, 0.28, 0.08], [0.07, 0.53, -0.12], [-0.16, 0.83, -0.11], [0.07, -0.47, 0.53], [0.13, 0.04, -0.13], [0.59, 0.12, -0.47], [-0.51, 0.31, 0.28], [-0.05, -0.42, -0.82], [0.53, 0.21, 1.37], [-2.03, -1.11, -0.57], [0.75, 0.89, -0.71], [0.92, -0.07, -0.37], [0.59, 0.61, -1.21], [0.90, -0.99, 6.09], [-0.95, 3.07, -9.83], [-1.01, -0.53, -0.95]], "mulliken_spin": [0.00, -0.01, 0.00, 0.00, 0.01, 0.00, 0.04, -0.02, 0.04, 0.00, 0.00, 0.00, 0.00, 0.00, 0.00, 0.00, 0.00, 0.03, 0.00, 0.01, 0.01, -0.02, 0.01, 0.11, 0.05, 0.02, -0.01, 0.01, -0.01, 0.02, 0.17, -0.12, 0.17, -0.02, 0.12, 0.06, 0.32, -0.05, 0.02, 0.00, 0.00, 0.00, 0.00, 0.00, 0.00, 0.00, 0.00, 0.00, 0.00, 0.00, 0.00, 0.00, 0.00, 0.00, 0.00, 0.00, 0.00, 0.00, 0.00, 0.00, 0.00, 0.00, 0.00, 0.00, 0.00, 0.00, 0.00, 0.00, 0.00, 0.00, 0.00, 0.00, 0.00, 0.00, 0.00, 0.00, 0.00, 0.00, 0.00, 0.00, 0.00, 0.00, 0.00, 0.01, -0.01, 0.02, 0.01, 0.00, 0.00, 0.00, 0.00, 0.00, 0.00, 0.00, 0.00, 0.00, 0.00, 0.00, 0.00, 0.00, 0.00, 0.00, 0.00, 0.00, 0.00, 0.00, 0.00, 0.00, 0.00, 0.00, 0.00, 0.00, 0.00, 0.00, 0.00, 0.00], "homo_lumo_gap_ev": [5.26, 4.65], "e_homo_ev": [-9.970, -9.982], "total_charge": 1, "multiplicity": 2}

2.
{"formula": "C40H61N3P3RuSSi", "method": "ωB97M-V/def2-TZVPD", "symbols": ["Ru", "C", "C", "C", "P", "C", "C", "C", "C", "C", "C", "C", "C", "C", "Si", "C", "C", "C", "C", "C", "C", "P", "C", "C", "C", "C", "C", "C", "C", "C", "C", "C", "C", "C", "P", "C", "C", "C", "C", "C", "C", "H", "H", "H", "H", "H", "H", "H", "H", "H", "H", "H", "H", "H", "H", "H", "H", "H", "H", "H", "H", "H", "H", "H", "H", "H", "H", "H", "H", "H", "H", "H", "H", "H", "H", "H", "H", "H", "H", "H", "H", "H", "H", "H", "H", "H", "H", "H", "H", "H", "H", "H", "H", "H", "H", "C", "C", "C", "N", "N", "C", "N", "S", "H", "H", "H", "H", "H", "H", "H"], "positions_angstrom": [[-0.0900, 0.4086, -0.2423], [3.4471, -2.2135, -3.4829], [3.1320, -1.8833, -2.0271], [4.1803, -0.9284, -1.4567], [1.3784, -1.2914, -1.6889], [0.5481, -0.5608, -3.1873], [0.2470, -1.4395, -4.3951], [1.3103, 0.7164, -3.5521], [0.5869, -2.9040, -1.3518], [0.5289, -3.9482, -2.2723], [-0.0566, -5.1552, -1.9172], [-0.5446, -5.3455, -0.6320], [-0.4479, -4.3240, 0.3002], [0.1164, -3.0997, -0.0523], [0.2186, -1.6465, 1.1312], [2.0309, -1.4186, 1.6544], [2.8090, -2.5429, 1.9275], [4.1353, -2.4119, 2.3188], [4.6963, -1.1495, 2.4412], [3.9429, -0.0215, 2.1481], [2.6136, -0.1502, 1.7479], [1.5960, 1.3031, 1.3324], [1.1367, 1.9811, 3.0094], [2.3369, 2.3526, 3.8771], [0.2553, 0.9692, 3.7382], [2.6720, 2.6223, 0.5858], [1.7313, 3.6647, -0.0308], [3.6200, 2.0759, -0.4746], [-1.0079, -1.8774, 2.5328], [-0.7431, -2.8151, 3.5269], [-1.7049, -3.1164, 4.4809], [-2.9410, -2.4921, 4.4263], [-3.2024, -1.5393, 3.4521], [-2.2350, -1.2099, 2.5045], [-2.4785, 0.0931, 1.2400], [-3.5823, 1.4296, 1.9677], [-2.9604, 1.9773, 3.2552], [-5.0694, 1.1273, 2.1526], [-3.6184, -0.7227, 0.0113], [-3.9991, 0.2679, -1.0896], [-2.9650, -1.9551, -0.5998], [4.4425, -2.6595, -3.5125], [3.4733, -1.3198, -4.1057], [2.7557, -2.9295, -3.9204], [3.1576, -2.8035, -1.4386], [4.2652, -0.0270, -2.0655], [5.1557, -1.4171, -1.4554], [3.9431, -0.6479, -0.4308], [-0.4244, -0.2503, -2.7701], [1.1514, -1.7960, -4.8847], [-0.3107, -0.8450, -5.1213], [-0.3756, -2.2896, -4.1228], [2.3048, 0.4939, -3.9403], [1.4167, 1.3629, -2.6755], [0.7635, 1.2739, -4.3115], [0.9320, -3.8355, -3.2682], [-0.1317, -5.9502, -2.6473], [-0.9837, -6.2944, -0.3533], [-0.8054, -4.4798, 1.3118], [2.3770, -3.5331, 1.8257], [4.7262, -3.2943, 2.5269], [5.7283, -1.0432, 2.7488], [4.3984, 0.9574, 2.2284], [0.5565, 2.8896, 2.8042], [2.9430, 1.4768, 4.1033], [1.9697, 2.7523, 4.8230], [2.9664, 3.1186, 3.4277], [0.8332, 0.0870, 4.0202], [-0.5774, 0.6421, 3.1183], [-0.1486, 1.4092, 4.6510], [3.2421, 3.0863, 1.3902], [1.1212, 3.2018, -0.8099], [2.3103, 4.4683, -0.4868], [1.0695, 4.1106, 0.7132], [3.0651, 1.5263, -1.2371], [4.3707, 1.4112, -0.0548], [4.1389, 2.9035, -0.9601], [0.2216, -3.3105, 3.5614], [-1.4948, -3.8451, 5.2526], [-3.7062, -2.7431, 5.1489], [-4.1745, -1.0720, 3.4306], [-3.5158, 2.2141, 1.2062], [-2.9029, 1.2126, 4.0303], [-3.5680, 2.7975, 3.6400], [-1.9513, 2.3611, 3.0885], [-5.2629, 0.4397, 2.9716], [-5.5365, 0.7382, 1.2496], [-5.5720, 2.0640, 2.3981], [-4.5033, -1.0263, 0.5763], [-3.1074, 0.5692, -1.6408], [-4.4903, 1.1616, -0.7013], [-4.6808, -0.2052, -1.7978], [-2.0551, -1.6714, -1.1424], [-3.6464, -2.4229, -1.3119], [-2.7030, -2.6965, 0.1529], [-1.1251, 3.9027, -5.2780], [-2.2347, 3.1389, -4.5409], [-1.9393, 3.0031, -3.0882], [-1.3705, 2.0008, -2.5262], [-1.1996, 2.1413, -1.1797], [-1.6554, 3.2797, -0.7087], [-1.5637, 3.6355, 0.5835], [-2.3367, 4.2827, -1.9452], [-1.3593, 3.9624, -6.3392], [-0.1681, 3.3934, -5.1678], [-1.0245, 4.9182, -4.8948], [-2.3434, 2.1386, -4.9594], [-3.1790, 3.6706, -4.6643], [-1.2425, 2.9419, 1.2405], [-2.0522, 4.4435, 0.9260]], "atomic_forces_ev_per_a": [[0.38, -0.69, 1.23], [-0.10, -0.06, 0.01], [0.12, 0.63, 0.35], [0.02, -0.16, -0.02], [-1.07, 0.11, 0.01], [0.30, 0.00, 0.21], [-0.03, 0.00, 0.04], [-0.10, -0.05, 0.06], [0.01, 0.12, 0.12], [0.04, -0.04, -0.06], [0.01, 0.01, -0.03], [0.04, -0.04, 0.07], [0.10, -0.05, -0.02], [-0.22, 0.16, 0.34], [0.51, 1.06, -0.60], [-0.45, -0.30, 0.10], [0.06, 0.05, 0.08], [-0.03, -0.03, -0.03], [0.09, 0.01, -0.03], [-0.08, 0.00, 0.07], [0.12, 0.14, 0.02], [-0.50, -0.77, -0.57], [-0.34, -0.13, -0.30], [0.00, 0.11, -0.10], [0.05, 0.03, -0.03], [-0.41, -0.19, -0.28], [0.12, 0.05, 0.13], [-0.03, 0.09, 0.12], [0.33, 0.13, -0.37], [-0.09, -0.05, 0.02], [0.06, -0.05, -0.01], [-0.04, -0.01, 0.03], [-0.06, 0.00, -0.07], [-0.03, 0.11, 0.17], [0.15, -0.63, -0.67], [0.54, 0.14, -0.04], [-0.09, 0.10, -0.10], [0.03, -0.11, -0.10], [0.26, 0.22, -0.06], [-0.06, -0.05, 0.09], [-0.06, 0.10, 0.08], [0.00, 0.00, -0.01], [-0.02, -0.02, 0.00], [0.03, -0.02, -0.02], [-0.07, 0.00, 0.02], [0.01, -0.06, 0.02], [0.00, -0.02, -0.03], [0.06, -0.06, -0.10], [0.01, 0.00, -0.07], [-0.03, 0.00, -0.02], [0.02, 0.00, -0.01], [0.01, 0.00, -0.06], [0.00, 0.02, 0.00], [0.03, 0.07, -0.09], [0.00, 0.00, -0.01], [-0.04, -0.01, -0.02], [0.03, 0.00, 0.00], [-0.02, 0.01, -0.02], [-0.08, -0.02, -0.04], [0.03, -0.01, 0.02], [0.02, 0.02, 0.00], [-0.01, 0.01, 0.00], [0.04, 0.00, 0.00], [-0.01, 0.01, -0.01], [0.01, -0.01, 0.02], [-0.01, -0.01, 0.01], [0.04, -0.01, 0.03], [0.01, 0.00, -0.01], [0.09, 0.00, 0.12], [0.01, 0.00, 0.01], [0.01, -0.07, 0.07], [0.03, 0.07, -0.01], [0.03, 0.00, 0.03], [0.00, 0.01, -0.06], [0.02, 0.08, 0.02], [-0.01, 0.04, -0.04], [-0.03, 0.02, -0.02], [-0.02, -0.03, 0.02], [-0.01, 0.02, 0.02], [0.00, 0.02, 0.00], [-0.01, 0.02, 0.04], [-0.01, -0.06, 0.01], [0.02, 0.01, 0.00], [-0.02, 0.00, 0.00], [-0.04, -0.02, 0.11], [-0.03, 0.00, 0.01], [-0.02, -0.01, 0.05], [0.00, 0.01, 0.02], [0.01, -0.01, 0.01], [-0.08, 0.01, -0.05], [0.02, 0.03, -0.05], [-0.03, -0.01, 0.02], [0.00, -0.10, -0.02], [0.01, 0.01, -0.02], [0.05, -0.02, -0.02], [-0.07, -0.07, 0.04], [0.19, 0.16, -0.17], [-0.15, 0.22, 0.39], [-0.05, -0.15, -0.41], [0.40, 0.16, 0.65], [-0.01, 0.08, -0.36], [0.01, 0.09, -0.12], [0.12, -0.29, 0.08], [0.00, 0.02, 0.01], [0.02, 0.02, 0.01], [0.03, 0.00, -0.01], [-0.06, -0.02, 0.05], [-0.06, -0.11, -0.02], [-0.01, 0.00, 0.00], [0.02, 0.01, 0.07]], "mulliken_spin": [0.84, 0.00, 0.02, 0.00, 0.05, 0.02, 0.00, 0.00, -0.02, 0.00, 0.00, 0.00, 0.00, 0.00, 0.06, -0.04, -0.01, 0.00, 0.00, 0.00, 0.03, -0.06, -0.01, 0.00, -0.01, 0.00, 0.00, 0.00, -0.02, 0.00, 0.00, 0.00, 0.00, 0.01, 0.00, 0.02, 0.00, 0.00, 0.01, 0.00, -0.01, 0.00, 0.00, 0.00, 0.00, 0.00, 0.00, 0.00, 0.02, 0.00, 0.00, 0.00, 0.00, 0.03, 0.00, 0.00, 0.00, 0.00, 0.00, 0.00, 0.00, 0.00, 0.00, 0.00, 0.00, 0.00, 0.00, 0.00, 0.01, 0.00, -0.01, 0.02, 0.00, 0.00, 0.02, 0.00, 0.00, 0.00, 0.00, 0.00, 0.00, 0.00, 0.00, 0.00, 0.00, 0.00, 0.00, 0.00, 0.00, 0.00, 0.00, 0.00, 0.01, 0.00, 0.00, 0.00, 0.00, 0.00, 0.03, -0.04, 0.02, 0.00, 0.00, 0.00, 0.00, 0.00, 0.00, 0.00, 0.00, 0.00], "homo_lumo_gap_ev": [7.23, 7.68], "e_homo_ev": [-13.475, -13.712], "total_charge": 2, "multiplicity": 2}

What relative energy (zero: lowest compared OMol25 entry of this formula, charge and spin) values result from the calculations? In sequence: 213.78; 0.00 kJ/mol.